Formula: C60H50ClCuFGeN2P3
Source: OMol25
Level of theory: ωB97M-V/def2-TZVPD

Each line ends with the Löwdin charge.
Positions of all 119 atoms, in Å:
Cu 0.17194 -1.21115 0.91190  -0.036
F 1.07055 4.43175 -0.93275  -0.320
Ge 0.66707 2.71994 -0.40888  1.007
C 2.58373 2.18796 -0.23138  -0.265
C 3.45048 3.24825 0.02679  -0.114
C 4.81777 3.07087 -0.00544  -0.078
C 5.33428 1.81913 -0.29581  -0.068
C 4.47840 0.75935 -0.51601  -0.070
C 3.09537 0.91737 -0.48363  -0.350
P 1.93344 -0.52261 -0.71895  1.090
C 2.25267 -0.75530 -2.51334  -0.315
C 2.23302 0.37064 -3.33333  -0.083
C 2.39067 0.25930 -4.70215  -0.075
C 2.59045 -0.98073 -5.28256  -0.090
C 2.59858 -2.10963 -4.48345  -0.078
C 2.42287 -2.00073 -3.11566  -0.109
C 3.04735 -1.72602 0.09939  -0.354
C 2.85514 -1.85694 1.47011  -0.105
C 3.69267 -2.63769 2.24204  -0.056
C 4.74539 -3.31060 1.64622  -0.079
C 4.95929 -3.17914 0.28444  -0.080
C 4.12590 -2.38722 -0.48885  -0.115
C -0.45668 3.27494 1.13960  -0.298
C -0.86024 4.60343 1.16221  -0.111
C -1.69567 5.07362 2.15706  -0.077
C -2.15719 4.20028 3.12469  -0.062
C -1.74318 2.88122 3.12416  -0.052
C -0.86825 2.41357 2.14836  -0.376
P -0.15444 0.72330 2.19354  1.022
C -1.40858 -0.05593 3.26741  -0.386
C -2.47981 -0.63880 2.60094  -0.143
C -3.54851 -1.16654 3.30164  -0.073
C -3.56189 -1.10527 4.68424  -0.081
C -2.49986 -0.52447 5.35683  -0.078
C -1.42493 -0.00454 4.65563  -0.113
C 1.26740 1.01936 3.29471  -0.335
C 1.71739 -0.03685 4.08675  -0.139
C 2.87475 0.09028 4.83311  -0.079
C 3.60338 1.26879 4.78824  -0.087
C 3.17536 2.31559 3.98686  -0.077
C 2.01936 2.19039 3.23726  -0.081
C -0.28488 2.32043 -2.11389  -0.292
C 0.09029 3.02066 -3.25408  -0.110
C -0.49818 2.74291 -4.47679  -0.077
C -1.44501 1.73851 -4.57090  -0.066
C -1.85896 1.07118 -3.43116  -0.068
C -1.30659 1.37920 -2.19283  -0.381
P -1.86474 0.67971 -0.59201  1.102
C -3.23773 1.84001 -0.22011  -0.339
C -4.29800 1.40182 0.56948  -0.109
C -5.26196 2.28798 1.01014  -0.078
C -5.18514 3.62782 0.67262  -0.089
C -4.14484 4.07100 -0.12460  -0.082
C -3.17308 3.18795 -0.56249  -0.087
C -2.77628 -0.77062 -1.22927  -0.322
C -3.95943 -0.69748 -1.84637  -0.098
C -4.54263 -1.83369 -2.53711  -0.069
C -3.90457 -3.00057 -2.61548  -0.041
C -2.60842 -3.24422 -1.92035  -0.170
C -2.03290 -2.06023 -1.12055  -0.196
H 3.04253 4.23167 0.23091  0.099
H 5.48046 3.90834 0.18115  0.105
H 6.40956 1.67107 -0.34484  0.107
H 4.90553 -0.20705 -0.72383  0.090
H 2.10132 1.34948 -2.89656  0.082
H 2.34816 1.15125 -5.31887  0.106
H 2.74037 -1.06842 -6.35329  0.102
H 2.73670 -3.09010 -4.92288  0.103
H 2.41817 -2.89909 -2.52065  0.083
H 2.03510 -1.33853 1.94347  0.040
H 3.52261 -2.72151 3.30931  0.106
H 5.40671 -3.93339 2.23980  0.104
H 5.79123 -3.69918 -0.17827  0.104
H 4.33119 -2.28235 -1.54524  0.100
H -0.50277 5.27905 0.39449  0.100
H -1.98422 6.11694 2.17231  0.107
H -2.83711 4.54893 3.89263  0.108
H -2.10133 2.21714 3.89596  0.098
H -2.45791 -0.69417 1.52429  0.042
H -4.36879 -1.62877 2.76647  0.107
H -4.39270 -1.52725 5.23787  0.103
H -2.51123 -0.46783 6.44055  0.106
H -0.59428 0.43066 5.19609  0.110
H 1.15533 -0.96352 4.12014  0.033
H 3.21297 -0.73666 5.45032  0.107
H 4.50560 1.37149 5.38152  0.101
H 3.74593 3.23543 3.94535  0.104
H 1.70178 3.01541 2.61448  0.090
H 0.84179 3.79459 -3.17340  0.104
H -0.20738 3.29991 -5.35878  0.106
H -1.87876 1.47761 -5.52547  0.104
H -2.61331 0.30405 -3.51366  0.092
H -4.37486 0.35333 0.83870  0.092
H -6.07440 1.92818 1.62936  0.105
H -5.94288 4.31813 1.01793  0.101
H -4.08141 5.11893 -0.39621  0.109
H -2.35972 3.55791 -1.17476  0.100
H -4.50494 0.23840 -1.88075  0.112
H -5.50061 -1.69092 -3.02146  0.104
H -4.32857 -3.83014 -3.17362  0.109
H -2.68452 -4.15356 -1.31711  0.158
H -1.85483 -2.28772 -0.06984  0.100
Cl -0.03158 -3.08568 3.61243  0.462
C -0.41801 -2.98827 1.84599  -0.618
H -1.48343 -3.23845 1.81166  -0.024
H 0.09997 -3.85362 1.43182  -0.036
N -0.99480 -5.53441 -3.63056  0.146
C -0.60191 -4.57775 -2.74337  -0.287
C 0.33168 -4.78658 -1.78552  -0.012
C 0.80888 -3.68973 -1.00763  -0.175
N 0.41889 -2.47220 -1.09209  -0.052
C -0.70688 -2.15010 -1.91195  -0.219
C -1.32409 -3.27786 -2.79464  -0.110
H -0.40733 -6.34609 -3.73962  0.106
H -1.49396 -5.23941 -4.45048  0.100
H 0.82158 -5.74715 -1.67387  0.110
H 1.65510 -3.88576 -0.34655  0.121
H -0.46755 -1.24194 -2.46701  0.130
H -1.50547 -2.97430 -3.82837  0.155

Properties
energy: -7727.38960 hartree
2S+1: 1